Below is a 9-piece molecular cluster, C12H32F18N7O16P2S6 overall, with properties calculated with ωB97M-V/def2-TZVPD.

Last columns: bonded neighbours and bond lengths (Å).
Positions of all 93 atoms, in Å:
1 S 2.9379 -6.5025 5.0467  S3 2.323, F15 1.621, O30 1.469, O33 1.454, N45 1.740
2 S -0.1653 0.6414 0.3583  S6 2.253, F13 1.585, O32 1.472, O38 1.475, N46 1.492
3 S 1.4425 -5.6347 3.4958  S1 2.323, F20 1.626, O35 1.464, O42 1.449, N45 1.517
4 S -1.5595 4.4435 4.5624  S5 2.251, F19 1.621, O31 1.462, O36 1.491, N44 1.576
5 S -1.1446 2.2554 4.2338  S4 2.251, F17 1.607, O34 1.423, O39 1.428, N44 1.633
6 S -0.6810 -1.2313 1.4991  S2 2.253, F22 1.607, O29 1.451, O41 1.491, N46 1.750
7 P -1.7069 0.9563 -5.0919  F11 1.675, F12 1.638, F16 1.614, F18 1.662, F21 1.607, F25 1.643
8 P -1.2733 -6.7067 0.3481  F9 1.619, F10 1.617, F14 1.673, F23 1.646, F24 1.627, F26 1.625
9 F -1.4854 -8.1922 -0.2590  P8 1.619
10 F 0.2234 -6.9783 0.8965  P8 1.617
11 F -0.9211 2.4279 -4.9438  P7 1.675
12 F -2.6800 1.4207 -6.3249  P7 1.638
13 F -0.3793 1.1738 -1.1190  S2 1.585
14 F -1.1055 -5.1545 0.9492  P8 1.673
15 F 4.1002 -5.8702 5.9835  S1 1.621
16 F -2.4157 -0.4934 -5.0726  P7 1.614
17 F -0.7581 0.9270 5.0511  S5 1.607
18 F -0.7278 0.4414 -3.8510  P7 1.662
19 F -1.9723 5.3015 5.8738  S4 1.621
20 F 0.2767 -4.5058 3.3992  S3 1.626
21 F -0.6790 0.3389 -6.1617  P7 1.607
22 F -0.1287 -2.7062 1.1813  S6 1.607
23 F -1.9540 -7.2493 1.7447  P8 1.646
24 F -2.8079 -6.4643 -0.1343  P8 1.627
25 F -2.7436 1.6248 -4.0074  P7 1.643
26 F -0.6300 -6.3078 -1.0896  P8 1.625
27 O 1.3957 -3.4602 -2.7322  C55 1.235
28 O -4.6887 -1.3729 -2.1893  C61 1.216
29 O -2.0584 -1.5563 1.8195  S6 1.451
30 O 2.2146 -7.4316 5.9254  S1 1.469
31 O -0.4643 5.2762 4.0673  S4 1.462
32 O -1.2562 1.4483 0.9278  S2 1.472
33 O 3.7605 -7.0724 3.9917  S1 1.454
34 O 0.0723 2.3475 3.5026  S5 1.423
35 O 0.5780 -6.8117 3.6037  S3 1.464
36 O -2.8996 4.5310 3.9137  S4 1.491
37 O 4.0407 2.9191 3.7192  C57 1.252
38 O 1.2341 0.8950 0.7502  S2 1.475
39 O -2.3693 1.9294 3.5750  S5 1.428
40 O -3.4823 6.2225 -3.4842  C51 1.205
41 O 0.2097 -0.8086 2.6181  S6 1.491
42 O 2.2587 -5.5440 2.3025  S3 1.449
43 N -1.5608 5.4383 -2.2751  C51 1.520, C60 1.564, H63 1.010, H87 1.010
44 N -1.1571 3.2590 5.5215  S4 1.576, S5 1.633
45 N 2.0738 -5.0253 4.7333  S1 1.740, S3 1.517
46 N -0.3645 -0.7460 -0.1517  S2 1.492, S6 1.750
47 N 3.9068 2.8664 1.3891  C53 1.485, C57 1.534, H67 1.010, H74 1.010
48 N -2.3773 -1.7295 -1.6445  C54 1.578, C61 1.542, H69 1.010, H75 1.010
49 N 1.8102 -1.5051 -1.2827  C55 1.531, C58 1.528, H66 1.010, H92 1.010
50 C -1.5370 5.5512 -4.7824  C51 1.525, H85 1.090, H86 1.090, H88 1.090
51 C -2.3640 5.7751 -3.5208  O40 1.205, N43 1.520, C50 1.525
52 C 2.6835 4.7118 2.8175  C57 1.491, H64 1.090, H70 1.090, H81 1.090
53 C 5.1801 3.3995 0.8405  N47 1.485, H79 1.090, H82 1.090, H93 1.090
54 C -2.6527 -3.2115 -1.1773  N48 1.578, H62 1.090, H78 1.090, H84 1.090
55 C 1.8195 -2.9851 -1.6742  O27 1.235, N49 1.531, C59 1.570
56 C -3.5333 0.5319 -1.4033  C61 1.466, H72 1.090, H80 1.090, H89 1.090
57 C 3.4674 3.4464 2.7392  O37 1.252, N47 1.534, C52 1.491
58 C 2.4521 -0.5643 -2.3016  N49 1.528, H65 1.090, H71 1.090, H76 1.090
59 C 2.5290 -3.9707 -0.6797  C55 1.570, H68 1.090, H77 1.090, H83 1.090
60 C -1.7644 3.9397 -1.8764  N43 1.564, H73 1.090, H90 1.090, H91 1.090
61 C -3.6628 -0.8850 -1.7553  O28 1.216, N48 1.542, C56 1.466
62 H -3.2007 -3.2131 -0.2351  C54 1.090
63 H -1.7824 6.0512 -1.5035  N43 1.010
64 H 2.9855 5.4106 2.0374  C52 1.090
65 H 2.2422 0.4366 -1.9242  C58 1.090
66 H 2.2570 -1.4091 -0.3821  N49 1.010
67 H 3.8525 1.8884 1.6353  N47 1.010
68 H 2.0135 -3.9886 0.2805  C59 1.090
69 H -1.7353 -1.1959 -1.0761  N48 1.010
70 H 1.6283 4.5002 2.6444  C52 1.090
71 H 1.8557 -0.7692 -3.1907  C58 1.090
72 H -4.2575 1.1425 -1.9425  C56 1.090
73 H -1.3809 3.2927 -2.6654  C60 1.090
74 H 3.1528 2.9304 0.7201  N47 1.010
75 H -1.8549 -1.7505 -2.5086  N48 1.010
76 H 3.5210 -0.7768 -2.3170  C58 1.090
77 H 2.5628 -4.9427 -1.1719  C59 1.090
78 H -3.1546 -3.7491 -1.9818  C54 1.090
79 H 5.1166 4.4663 0.6260  C53 1.090
80 H -2.4922 0.7905 -1.5963  C56 1.090
81 H 2.8771 5.2047 3.7703  C52 1.090
82 H 5.2841 2.8283 -0.0821  C53 1.090
83 H 3.5593 -3.7096 -0.4381  C59 1.090
84 H -1.7443 -3.7476 -0.9027  C54 1.090
85 H -0.6784 4.8857 -4.6928  C50 1.090
86 H -1.3075 6.5831 -5.0479  C50 1.090
87 H -0.5913 5.7162 -2.3285  N43 1.010
88 H -2.2594 5.1528 -5.4948  C50 1.090
89 H -3.8387 0.6995 -0.3705  C56 1.090
90 H -1.1639 3.7634 -0.9840  C60 1.090
91 H -2.8313 3.7715 -1.7297  C60 1.090
92 H 0.8420 -1.2669 -1.1214  N49 1.010
93 H 5.9668 3.2411 1.5782  C53 1.090

Values from the calculation:
LUMO energy = -1.14 eV
E_HOMO = -5.70 eV
relative energy (zero: lowest compared OMol25 entry of this formula, charge and spin) = 93.6 kcal per mole
charge = -1

These are the Löwdin partial charges, in e, on atoms 1 to 8: number 1, S, carries 0.594; number 2, S, carries 0.414; number 3, S, carries 0.397; number 4, S, carries 0.497; number 5, S, carries 0.443; number 6, S, carries 0.648; number 7, P, carries 0.236; number 8, P, carries 0.205